(1)
C45H43BErN11STe as an isolated structure at a distorted geometry. Source: the OMol25 dataset; level of theory: the ωB97M-V functional and the def2-TZVPD basis.

Element x y z (Å)
Er1 15.533 11.746 10.834
C1 14.598 12.954 15.320
C2 14.115 12.762 14.048
N1 15.065 12.211 13.266
N2 16.149 11.982 14.031
C3 15.914 12.538 15.239
B1 17.470 11.182 13.681
N3 18.316 12.068 12.750
C4 19.565 12.580 12.801
C5 19.814 13.219 11.574
C6 18.623 13.088 10.838
N4 17.755 12.354 11.525
N5 17.071 9.822 13.039
C7 17.346 8.615 13.556
C8 16.771 7.641 12.785
C9 16.178 8.349 11.761
N6 16.291 9.686 11.906
H1 14.034 13.381 16.149
H2 13.112 12.990 13.638
H3 16.648 12.475 16.029
H4 18.030 10.921 14.721
H5 20.222 12.352 13.618
H6 20.651 13.747 11.202
H7 18.404 13.456 9.827
H8 17.974 8.470 14.423
H9 16.781 6.587 12.907
H10 15.620 7.936 10.921
S1 7.507 12.740 11.490
N7 8.741 13.823 11.536
C10 9.866 13.167 11.256
C11 11.164 13.737 11.282
C12 11.398 15.074 11.612
C13 12.728 15.522 11.606
C14 13.751 14.609 11.408
N8 13.555 13.359 11.081
C15 12.275 12.873 10.989
C16 12.092 11.395 10.803
N9 13.174 10.621 10.611
C17 12.925 9.341 10.382
C18 11.673 8.754 10.256
C19 10.553 9.536 10.403
C20 10.755 10.917 10.755
C21 9.648 11.785 11.038
N10 8.354 11.409 11.173
H11 10.566 15.719 11.901
H12 12.991 16.527 11.956
H13 14.783 14.833 11.611
H14 13.865 8.759 10.262
H15 11.507 7.703 10.173
H16 9.537 9.216 10.353
Te1 17.283 16.625 13.272
C22 15.676 17.855 12.700
C23 15.415 18.109 11.391
C24 14.274 18.763 10.965
C25 13.412 19.271 11.919
C26 13.682 19.065 13.265
C27 14.798 18.367 13.667
C28 18.439 16.762 11.484
C29 17.972 16.203 10.313
C30 18.859 16.109 9.258
C31 20.162 16.654 9.386
C32 20.565 17.259 10.536
C33 19.720 17.286 11.624
H17 16.136 17.639 10.746
H18 14.047 18.745 9.933
H19 12.456 19.763 11.611
H20 13.015 19.480 14.044
H21 14.983 18.167 14.714
H22 16.999 15.761 10.241
H23 18.552 15.617 8.380
H24 20.856 16.554 8.558
H25 21.562 17.629 10.528
H26 19.948 17.767 12.543
C34 15.602 15.143 8.036
C35 14.679 14.316 7.196
C36 13.337 14.078 7.803
C37 15.342 13.092 6.619
C38 15.425 13.065 5.247
C39 15.976 11.983 4.573
C40 16.376 10.920 5.391
C41 16.300 10.837 6.753
C42 16.793 9.578 7.473
C43 15.570 8.905 8.082
C44 17.918 9.805 8.494
C45 15.725 11.981 7.467
N11 15.616 12.011 8.827
H27 15.190 16.163 8.269
H28 16.579 15.241 7.463
H29 15.846 14.718 9.044
H30 14.392 14.959 6.298
H31 13.326 13.107 8.348
H32 12.654 13.936 6.982
H33 13.015 14.840 8.494
H34 15.098 13.923 4.684
H35 16.058 11.894 3.537
H36 16.800 10.057 4.882
H37 17.187 8.915 6.684
H38 14.927 9.685 8.510
H39 15.752 8.190 8.840
H40 14.972 8.516 7.219
H41 17.577 10.564 9.216
H42 18.804 10.212 7.940
H43 18.115 8.846 9.042

Multiplicity: 4
LUMO (spin up / spin down): -1.1 / -1.1 eV
Orbital gap (spin up / spin down): 4.332 / 4.340 eV
Total charge: 0
<S²>: 3.7531

---

(2)
A 11-piece molecular cluster, C5H34NO10 overall. Source: the OMol25 dataset; level of theory: the ωB97M-V functional and the def2-TZVPD basis.

Element x y z (Å)
C1 -2.796 0.231 0.843
C2 -1.428 0.359 0.208
C3 -1.354 -0.376 -1.129
C4 -0.151 -0.016 -2.007
C5 -0.177 1.405 -2.551
N1 -0.406 -0.186 1.158
H1 -2.827 0.662 1.847
H2 -3.541 0.765 0.254
H3 -3.112 -0.811 0.929
H4 -1.157 1.404 0.054
H5 -2.276 -0.183 -1.680
H6 -1.346 -1.455 -0.929
H7 -0.136 -0.708 -2.852
H8 0.775 -0.191 -1.459
H9 0.727 1.610 -3.122
H10 -0.205 2.141 -1.741
H11 -1.036 1.563 -3.206
H12 -0.290 0.447 1.964
H13 -0.636 -1.125 1.496
H14 0.558 -0.258 0.731
H15 1.409 -3.852 -0.472
H16 2.586 -4.119 0.534
O1 1.886 -3.494 0.320
H17 -1.454 -3.327 0.399
H18 -2.486 -4.365 -0.116
O2 -1.910 -3.650 -0.406
H19 0.345 2.417 3.561
H20 -0.084 2.886 2.130
O3 0.216 2.118 2.656
H21 1.530 3.388 0.537
H22 2.024 2.276 1.448
O4 2.297 2.809 0.688
H23 0.405 -4.360 -2.554
H24 -0.509 -4.263 -1.300
O5 0.379 -4.556 -1.613
H25 2.612 -0.234 -0.050
H26 2.255 -1.731 0.415
O6 2.151 -0.793 0.616
H27 0.482 -3.022 1.281
H28 -0.367 -3.276 2.586
O7 -0.360 -2.811 1.745
H29 2.839 1.779 -0.595
H30 4.127 1.153 -1.181
O8 3.175 1.019 -1.128
H31 -0.912 4.092 0.181
H32 -0.129 5.126 1.088
O9 -0.212 4.196 0.862
H33 -2.038 3.964 -1.868
H34 -3.051 4.322 -0.760
O10 -2.250 3.818 -0.939

LUMO: -2.3 eV
Energy relative to the best compared isomer or geometry (same formula, charge and spin): 0.0000 eV
Orbital gap: 11.460 eV
Total charge: +1

---

(3)
One molecule with the formula C9H10O3 at a distorted geometry. Source: the OMol25 dataset; level of theory: the ωB97M-V functional and the def2-TZVPD basis.

Element x y z (Å)
C1 -0.790 2.704 0.499
C2 0.261 0.812 -0.380
C3 1.669 0.908 -0.339
C4 2.423 -0.245 -0.096
C5 1.797 -1.482 0.174
C6 0.416 -1.500 0.146
C7 -0.380 -0.410 -0.185
C8 -1.886 -0.541 -0.133
C9 -2.418 -1.951 -0.260
H1 -1.519 2.113 1.030
H2 -1.248 3.614 0.095
H3 0.036 2.915 1.214
H4 2.156 1.877 -0.605
H5 4.063 0.657 -0.448
H6 2.391 -2.332 0.455
H7 -0.060 -2.437 0.344
H8 -1.953 -2.443 -1.117
H9 -3.530 -1.861 -0.338
H10 -2.144 -2.538 0.649
O1 -0.341 1.990 -0.672
O2 3.762 -0.207 -0.037
O3 -2.704 0.354 0.006

LUMO: 0.6 eV
Energy relative to the best compared isomer or geometry (same formula, charge and spin): 1.1851 eV
Orbital gap: 9.570 eV
Total charge: 0

---

(4)
One molecule with the formula C4H8FN at a distorted geometry. Source: the OMol25 dataset; level of theory: the ωB97M-V functional and the def2-TZVPD basis.

Element x y z (Å)
C1 1.993 -0.348 -0.483
C2 0.520 -0.012 -0.093
C3 -0.270 -0.988 0.841
C4 -0.920 -0.436 -0.450
H1 2.718 -0.136 0.301
H2 2.305 0.213 -1.267
H3 1.677 -1.395 -0.775
H4 -0.199 -2.080 1.053
H5 -0.738 -0.369 1.737
H6 -0.847 -1.160 -1.132
H7 -2.691 0.631 0.744
H8 -2.397 1.214 -1.052
N1 -2.185 0.292 -0.336
F1 0.836 1.305 0.429

LUMO: 1.0 eV
Energy relative to the best compared isomer or geometry (same formula, charge and spin): 4.0762 eV
Orbital gap: 10.060 eV
Total charge: 0

---

(5)
A 2-piece molecular cluster, C3H3F3NO2S overall at a distorted geometry. Source: the OMol25 dataset; level of theory: the ωB97M-V functional and the def2-TZVPD basis.

Element x y z (Å)
C1 -1.422 -1.379 -0.587
C2 -0.172 -0.575 -0.499
C3 -0.665 1.457 -0.003
N1 2.270 -0.411 0.751
O1 -1.439 -2.202 0.342
O2 -2.122 -1.220 -1.552
F1 0.370 2.109 0.572
F2 -0.801 2.211 -1.178
F3 -1.792 1.555 0.719
S1 0.675 -1.348 0.790
H1 0.283 -0.451 -1.381
H2 2.537 -0.307 1.734
H3 2.278 0.561 0.292

LUMO: 3.4 eV
Energy relative to the best compared isomer or geometry (same formula, charge and spin): 0.5737 eV
Orbital gap: 7.697 eV
Total charge: -1

---

(6)
C25H38Cl2GdN2O3P as an isolated structure at a distorted geometry. Source: the OMol25 dataset; level of theory: the ωB97M-V functional and the def2-TZVPD basis.

Element x y z (Å)
O1 0.653 1.127 -2.467
C1 0.407 1.289 -3.680
C2 1.263 2.152 -4.530
C3 1.926 3.156 -3.820
H1 1.780 3.231 -2.751
C4 2.764 4.054 -4.472
H2 3.207 4.873 -3.916
C5 3.047 3.949 -5.837
H3 3.712 4.648 -6.365
C6 2.500 2.851 -6.550
H4 2.787 2.678 -7.597
C7 1.589 1.978 -5.928
H5 1.133 1.138 -6.482
H6 -0.425 0.681 -4.134
C8 -2.405 1.886 -3.498
C9 -1.699 0.563 -3.363
H7 -3.486 1.740 -3.608
H8 -2.070 2.382 -4.440
H9 -2.267 2.580 -2.621
C10 -1.924 -0.455 -2.519
C11 -3.318 -0.682 -1.905
H10 -1.213 -1.280 -2.316
H11 -4.080 -0.297 -2.582
H12 -3.449 -0.156 -0.956
H13 -3.530 -1.741 -1.752
Gd1 1.261 0.011 -0.610
Cl1 1.088 2.576 0.158
Cl2 1.906 -1.593 -2.744
C12 -1.290 0.768 1.425
O2 -0.665 -0.016 0.666
N1 -1.794 0.451 2.614
C13 -1.463 -0.861 3.142
C14 -2.524 1.404 3.465
H14 -1.406 1.806 1.075
H15 -0.892 -1.372 2.375
H16 -2.359 -1.442 3.367
H17 -0.839 -0.773 4.033
H18 -2.868 2.272 2.881
H19 -1.890 1.787 4.284
H20 -3.408 0.927 3.916
H21 0.386 -5.478 1.116
H22 2.607 -5.930 -0.721
C15 0.118 -4.818 0.278
C16 1.998 -5.204 -1.256
N2 1.346 -4.296 -0.327
H23 -0.442 -3.964 0.643
C17 1.746 -3.057 -0.106
O3 0.967 -2.139 0.343
H24 2.634 -4.692 -1.977
H25 2.803 -2.747 -0.318
H26 -0.452 -5.380 -0.478
H27 1.247 -5.769 -1.792
C18 4.582 1.284 1.496
P1 3.073 0.283 1.712
C19 3.665 -1.417 2.047
C20 2.378 0.872 3.303
C21 1.919 -0.008 4.302
C22 1.313 0.491 5.461
C23 1.192 1.872 5.663
C24 1.670 2.749 4.688
C25 2.205 2.252 3.503
H28 5.114 0.963 0.578
H29 5.245 1.173 2.371
H30 4.312 2.346 1.372
H31 4.408 -1.423 2.846
H32 2.833 -2.069 2.306
H33 4.108 -1.813 1.128
H34 2.037 -1.089 4.191
H35 0.935 -0.207 6.221
H36 0.715 2.255 6.572
H37 1.631 3.826 4.859
H38 2.444 2.933 2.687

Multiplicity: 8
LUMO (spin up / spin down): -0.1 / 0.0 eV
Energy relative to the best compared isomer or geometry (same formula, charge and spin): 0.0000 eV
Orbital gap (spin up / spin down): 6.975 / 3.622 eV
Total charge: 0
<S²>: 16.7996